Here is a structure of composition C30H19N9O2Pt from OMol25. Energies are from ωB97M-V with the def2-TZVPD basis set.

The geometry in XYZ format:
```
61
Properties=species:S:1:pos:R:3
Pt -0.61 0.00 -0.70
C -0.61 -4.33 -0.81
C -0.52 -3.01 -1.23
N -0.72 -2.02 -0.37
C -1.02 -2.33 0.92
C -1.10 -3.65 1.30
N -0.90 -4.65 0.44
C -1.23 -1.17 1.82
C -1.56 -1.20 3.16
C -1.73 0.00 3.87
C -1.56 1.20 3.16
C -1.24 1.17 1.82
N -1.08 0.00 1.20
C -1.03 2.33 0.92
C -1.12 3.66 1.30
N -0.92 4.65 0.44
C -0.63 4.34 -0.81
C -0.53 3.01 -1.23
N -0.73 2.02 -0.37
C -2.08 0.00 5.31
C -2.25 -1.19 6.02
C -2.58 -1.14 7.37
N -2.75 0.00 8.04
C -2.59 1.13 7.36
C -2.26 1.19 6.02
H -0.44 -5.14 -1.51
H -0.28 -2.75 -2.25
H -1.34 -3.93 2.32
H -1.68 -2.15 3.66
H -1.69 2.15 3.66
H -1.35 3.93 2.32
H -0.46 5.14 -1.51
H -0.29 2.75 -2.25
H -2.13 -2.16 5.57
H -2.71 -2.05 7.93
H -2.74 2.05 7.92
H -2.16 2.16 5.56
O 4.60 0.00 -6.63
N 4.72 0.00 -5.43
O 5.76 0.00 -4.82
C 3.45 0.00 -4.63
C 2.32 0.00 -5.37
C 1.03 0.00 -4.75
C -0.13 0.00 -5.53
C -1.36 0.00 -4.91
C -1.39 0.00 -3.52
N -0.29 0.00 -2.76
C 0.94 0.00 -3.35
C 2.15 0.00 -2.56
N 2.01 0.00 -1.22
C 3.08 0.00 -0.46
C 4.37 0.00 -0.98
C 4.55 0.00 -2.34
C 3.42 0.00 -3.19
H 2.40 0.00 -6.45
H -0.05 0.00 -6.61
H -2.28 0.00 -5.46
H -2.33 0.00 -2.99
H 2.91 0.00 0.61
H 5.23 0.00 -0.32
H 5.54 0.00 -2.76
```

Computed properties:
Total charge: +2
2S+1: 1
Kohn-Sham gap: 7.18 eV

Atom charges from the natural (NBO) analysis, given in e for atoms 1 to 4: atom 1 (Pt): 0.920, atom 2 (C): 0.040, atom 3 (C): 0.041, atom 4 (N): -0.406

=====

Here is a cluster of 2 separate species, C5H12NO in total at a distorted geometry from OMol25. Energies are from ωB97M-V with the def2-TZVPD basis set.

The geometry in XYZ format:
```
19
Properties=species:S:1:pos:R:3
C -1.58 0.00 0.75
N -1.03 0.30 -0.57
C 0.00 -0.69 -0.85
C 1.39 -0.13 -0.66
C 2.49 -1.01 -0.16
O 3.66 -0.70 0.13
C -0.66 0.30 1.97
H -2.54 0.53 0.88
H -1.76 -1.11 0.84
H -2.32 2.64 -3.10
H -0.24 -1.63 -0.30
H 0.04 -1.00 -1.93
H 1.63 0.42 -1.55
H 1.65 0.00 0.48
H 2.22 -2.03 0.11
H -1.73 2.44 -2.69
H -0.47 1.37 1.73
H -1.12 0.39 2.95
H 0.36 -0.07 1.98
```

Computed properties:
Total charge: -1
2S+1: 1
Kohn-Sham gap: 5.78 eV

Atom charges from the natural (NBO) analysis, given in e for atoms 1 to 4: atom 1 (C): -0.218, atom 2 (N): -0.811, atom 3 (C): -0.249, atom 4 (C): -0.459

=====

Here is a cluster of 2 separate species, C4H14N2OS2 in total at a distorted geometry from OMol25. Energies are from ωB97M-V with the def2-TZVPD basis set.

The geometry in XYZ format:
```
23
Properties=species:S:1:pos:R:3
N 1.59 0.57 1.64
C 2.07 0.45 0.26
C 2.84 -0.84 0.00
S 1.87 -2.29 -0.63
S 0.17 -1.59 -1.45
C -1.07 -1.42 -0.09
C -1.70 -0.05 -0.17
N -2.82 0.20 0.76
H 1.88 -0.21 2.21
H 0.60 0.59 1.71
H 1.26 0.58 -0.45
H 2.79 1.23 0.08
H 3.62 -0.69 -0.71
H 3.31 -1.20 0.91
H -0.69 -1.76 0.87
H -1.80 -2.15 -0.46
H -2.02 0.12 -1.20
H -0.95 0.67 0.16
H -3.65 0.52 0.28
H -3.11 -0.64 1.25
H -0.66 2.86 -1.53
H -1.98 2.14 -1.57
O -1.55 2.93 -1.89
```

Computed properties:
SMILES: NCCSSCCN.O
2S+1: 1
Kohn-Sham gap: 9.61 eV

Atom charges from the natural (NBO) analysis, given in e for atoms 1 to 4: atom 1 (N): -0.834, atom 2 (C): -0.242, atom 3 (C): -0.526, atom 4 (S): 0.074

=====

Here is a structure of composition C49H59BrN7O4P2S2Sn from OMol25. Energies are from ωB97M-V with the def2-TZVPD basis set.

The geometry in XYZ format:
```
125
Properties=species:S:1:pos:R:3
Sn 0.43 -0.03 0.98
C -7.52 -3.56 -2.14
S -6.40 -3.31 -3.53
C -6.19 -1.51 -3.42
C -5.33 -1.01 -2.27
C -3.91 -1.59 -2.36
N -2.87 -0.98 -1.50
P -2.62 -1.32 0.16
C -4.27 -1.31 0.95
C -5.05 -2.44 1.17
C -6.31 -2.32 1.74
C -6.80 -1.07 2.09
C -6.02 0.07 1.89
C -4.76 -0.06 1.33
C -2.19 -3.10 0.23
C -2.03 -3.68 1.49
C -1.57 -4.98 1.61
C -1.27 -5.73 0.48
C -1.43 -5.17 -0.77
C -1.89 -3.86 -0.90
P -2.01 0.44 -1.94
C -3.26 1.47 -2.79
C -3.91 2.45 -2.03
C -4.94 3.20 -2.57
C -5.33 3.01 -3.89
C -4.67 2.06 -4.67
C -3.65 1.30 -4.12
C -1.00 -0.05 -3.38
C -0.22 0.96 -3.96
C 0.66 0.68 -4.99
C 0.78 -0.63 -5.47
C 0.02 -1.64 -4.90
C -0.86 -1.35 -3.87
H -7.77 -4.61 -2.11
H -8.44 -2.98 -2.28
H -7.06 -3.28 -1.19
H -7.18 -1.06 -3.38
H -5.75 -1.22 -4.38
H -5.79 -1.27 -1.32
H -5.29 0.08 -2.32
H -3.57 -1.48 -3.39
H -3.96 -2.66 -2.16
H -4.68 -3.42 0.89
H -6.91 -3.20 1.91
H -7.78 -0.97 2.54
H -6.40 1.04 2.17
H -4.15 0.82 1.18
H -2.25 -3.10 2.38
H -1.45 -5.41 2.60
H -0.91 -6.74 0.59
H -1.20 -5.75 -1.66
H -2.02 -3.45 -1.89
H -3.61 2.60 -1.01
H -5.44 3.95 -1.97
H -6.13 3.60 -4.32
H -4.97 1.91 -5.70
H -3.15 0.56 -4.74
H -0.30 1.97 -3.58
H 1.24 1.47 -5.44
H 1.47 -0.85 -6.28
H 0.11 -2.65 -5.26
H -1.46 -2.14 -3.45
O 1.74 1.38 2.73
C 0.91 2.00 3.73
C -0.21 2.71 3.04
C -0.70 3.93 3.50
C -1.75 4.52 2.81
C -2.26 3.90 1.68
C -1.71 2.69 1.29
N -0.73 2.11 1.97
H 2.24 0.67 3.16
H 1.50 2.69 4.32
H 0.50 1.22 4.38
H -0.26 4.40 4.36
H -2.15 5.47 3.15
H -3.06 4.35 1.11
H -2.03 2.17 0.40
O 2.13 -0.31 -2.55
H 3.02 -0.54 -2.85
H 1.66 0.01 -3.34
O 0.48 -1.87 -0.95
H 1.09 -1.41 -1.58
H -0.23 -2.25 -1.48
Br 0.09 -1.32 3.21
C 2.08 -3.56 0.91
C 2.98 -2.40 0.67
N 2.69 -1.13 0.86
C 3.81 -0.40 0.52
C 4.79 -1.25 0.12
N 4.25 -2.52 0.21
C 4.88 -3.75 -0.23
N 4.29 -4.21 -1.45
N 3.55 -5.35 -1.47
N 3.07 -5.53 -2.64
C 3.49 -4.50 -3.45
C 3.26 -4.25 -4.80
C 3.83 -3.12 -5.35
C 4.63 -2.25 -4.57
C 4.87 -2.49 -3.23
C 4.28 -3.64 -2.69
H 1.20 -3.23 1.44
H 2.59 -4.33 1.50
H 1.77 -4.02 -0.03
H 3.83 0.67 0.58
H 5.80 -1.08 -0.21
H 4.74 -4.53 0.51
H 5.94 -3.56 -0.37
H 2.66 -4.93 -5.39
H 3.69 -2.90 -6.39
H 5.07 -1.39 -5.04
H 5.50 -1.83 -2.65
O 0.06 2.99 -1.32
S 1.51 3.11 -1.00
C 2.23 4.34 -2.15
C 2.23 5.69 -1.44
C 2.59 5.38 0.01
C 1.64 4.26 0.42
H 1.62 4.29 -3.04
H 3.24 4.01 -2.38
H 1.23 6.13 -1.48
H 2.92 6.40 -1.91
H 2.51 6.24 0.67
H 3.63 5.02 0.05
H 0.62 4.63 0.54
H 1.94 3.71 1.30
```

Computed properties:
Total charge: +1
2S+1: 1
Kohn-Sham gap: 8.27 eV

Atom charges from the Mulliken analysis, given in e for atoms 1 to 4: atom 1 (Sn): 2.055, atom 2 (C): -0.543, atom 3 (S): -0.115, atom 4 (C): -1.181

=====

Here is a cluster of 7 separate species, C4H21N2O8 in total at a distorted geometry from OMol25. Energies are from ωB97M-V with the def2-TZVPD basis set.

The geometry in XYZ format:
```
35
Properties=species:S:1:pos:R:3
C 2.50 0.52 1.00
N 2.12 1.41 -0.13
C 2.84 1.24 -1.46
O 2.82 -0.16 -1.69
C 1.80 -0.78 1.20
N 0.46 -0.61 1.74
C -0.09 -1.54 2.50
O -1.15 -1.38 3.10
H 3.66 0.36 0.90
H 2.59 1.12 1.97
H 1.13 1.23 -0.29
H 3.79 1.59 -1.34
H 2.22 1.83 -2.13
H 2.37 -1.60 1.77
H 1.62 -1.18 0.07
H 0.21 0.43 1.94
H 0.47 -2.39 2.65
H -0.96 -0.07 -1.22
H -2.21 0.67 -0.83
O -1.58 0.01 -0.42
H 0.36 0.09 -3.31
H 1.81 -0.41 -1.88
O 0.24 0.12 -2.36
H -4.13 -1.91 0.43
H -3.47 -0.63 0.34
O -4.00 -1.10 0.89
H -1.65 -2.01 -0.45
H -1.35 -2.47 -1.91
O -1.64 -2.87 -1.06
H -2.18 0.37 1.55
H -3.25 0.32 2.56
O -2.62 0.90 2.22
H -0.74 2.29 -2.35
H -0.80 3.54 -1.60
O -1.22 3.07 -2.37
```

Computed properties:
Total charge: -1
2S+1: 1
Kohn-Sham gap: 8.82 eV

Atom charges from the natural (NBO) analysis, given in e for atoms 1 to 4: atom 1 (C): -0.253, atom 2 (N): -0.677, atom 3 (C): 0.109, atom 4 (O): -0.810

=====

Here is the ion C3H12BN2O with charge +1 from OMol25. Energies are from ωB97M-V with the def2-TZVPD basis set.

The geometry in XYZ format:
```
19
Properties=species:S:1:pos:R:3
C 2.01 0.01 0.94
C 1.34 -0.89 -0.09
N 0.79 -0.14 -1.22
N -0.11 0.91 -0.81
B -1.43 0.58 0.01
C -2.07 -0.81 -0.07
O -1.95 1.61 0.70
H 2.41 -0.59 1.75
H 2.82 0.59 0.49
H 1.31 0.72 1.40
H 2.09 -1.54 -0.53
H 0.60 -1.54 0.39
H 0.29 -0.72 -1.88
H 0.47 1.62 -0.35
H -0.42 1.38 -1.67
H -3.15 -0.70 0.01
H -1.76 -1.37 0.82
H -1.84 -1.41 -0.95
H -1.39 2.30 1.07
```

Computed properties:
SMILES: CCN[NH2+]B(C)O
Total charge: +1
2S+1: 1
Kohn-Sham gap: 10.99 eV

Atom charges from the natural (NBO) analysis, given in e for atoms 1 to 4: atom 1 (C): -0.636, atom 2 (C): -0.253, atom 3 (N): -0.427, atom 4 (N): -0.612

=====

Here is a cluster of 2 separate species, H4O2 in total at a distorted geometry from OMol25. Energies are from ωB97M-V with the def2-TZVPD basis set.

The geometry in XYZ format:
```
6
Properties=species:S:1:pos:R:3
H -1.66 0.85 0.19
H -1.84 -0.59 -0.51
H 0.60 0.21 -0.46
H 1.22 -0.48 0.69
O -1.28 -0.03 0.06
O 1.49 0.04 -0.05
```

Computed properties:
SMILES: O.O
2S+1: 1
Kohn-Sham gap: 11.37 eV

Atom charges from the natural (NBO) analysis, given in e for atoms 1 to 4: atom 1 (H): 0.488, atom 2 (H): 0.488, atom 3 (H): 0.484, atom 4 (H): 0.461

=====

Here is a cluster of 16 separate species, C21H64BN22O23 in total at a distorted geometry from OMol25. Energies are from ωB97M-V with the def2-TZVPD basis set.

The geometry in XYZ format:
```
131
Properties=species:S:1:pos:R:3
O -1.60 -2.07 -1.41
C -0.51 -1.62 -0.99
O -0.23 -0.35 -0.84
B 0.96 -0.18 0.00
O 1.47 -1.58 0.10
C 0.70 -2.44 -0.44
O 0.82 -3.64 -0.43
O 0.75 0.52 1.27
C 1.43 1.66 1.31
O 1.32 2.48 2.25
C 2.34 1.68 0.01
O 1.96 0.71 -0.72
O 3.14 2.54 -0.30
O -2.01 -4.50 0.88
H -1.64 -5.08 1.54
H -1.30 -4.35 0.26
O -3.96 -0.98 -2.33
H -3.18 -1.36 -1.93
H -3.80 -0.04 -2.33
C -0.49 -5.00 -4.40
O -0.21 -6.09 -4.04
N -0.60 -4.63 -5.62
N -0.53 -3.89 -3.67
H -0.84 -3.68 -5.86
H -0.37 -5.32 -6.33
H -0.52 -2.97 -4.08
H -0.20 -3.95 -2.71
C 3.94 3.20 -4.46
O 4.35 4.35 -4.43
N 3.67 2.37 -5.42
N 3.44 2.66 -3.32
H 3.18 1.53 -5.17
H 3.83 2.66 -6.37
H 3.04 1.73 -3.42
H 3.41 3.16 -2.44
C 1.14 -3.17 3.53
O 0.08 -3.75 3.35
N 1.32 -1.96 3.09
N 2.16 -3.54 4.19
H 0.64 -1.34 2.67
H 2.21 -1.53 3.29
H 2.15 -4.45 4.63
H 2.99 -3.07 3.85
C -1.09 1.80 -3.35
O -1.34 0.64 -3.41
N -1.84 2.68 -2.86
N 0.04 2.38 -3.56
H -2.77 2.44 -2.54
H -1.66 3.62 -3.18
H 0.18 3.22 -3.01
H 0.82 1.79 -3.81
C -3.26 -1.57 2.51
O -3.84 -0.56 2.89
N -3.73 -2.60 1.91
N -1.92 -1.56 2.67
H -3.08 -3.32 1.64
H -4.67 -2.52 1.54
H -1.41 -0.70 2.82
H -1.44 -2.37 2.30
C -3.84 1.49 0.02
O -4.13 1.92 -1.10
N -4.60 1.35 1.08
N -2.66 1.09 0.28
H -5.52 1.75 0.98
H -4.23 0.98 1.95
H -2.50 0.83 1.24
H -1.89 1.06 -0.36
C 4.77 4.90 1.37
O 5.49 5.72 1.88
N 4.16 5.06 0.30
N 4.41 3.83 1.90
H 3.70 4.26 -0.09
H 4.27 5.93 -0.21
H 3.83 3.22 1.34
H 4.85 3.64 2.79
C -4.00 -5.63 -2.30
O -3.00 -6.24 -2.59
N -3.96 -4.35 -2.17
N -5.10 -6.12 -1.93
H -4.72 -3.77 -1.85
H -3.06 -3.94 -2.42
H -5.74 -5.45 -1.53
H -5.13 -7.11 -1.78
C 2.26 2.86 6.32
O 2.57 3.04 7.47
N 2.30 3.72 5.40
N 1.95 1.71 5.88
H 2.80 4.57 5.62
H 1.91 3.62 4.47
H 1.98 1.62 4.88
H 2.05 0.89 6.46
C -0.07 -7.21 1.20
O -0.78 -7.96 1.90
N 0.00 -7.22 -0.10
N 0.68 -6.23 1.58
H -0.57 -7.90 -0.58
H 0.45 -6.51 -0.65
H 0.94 -5.51 0.91
H 0.86 -5.97 2.54
C 2.73 -1.12 -3.74
O 2.93 -0.01 -4.11
N 3.26 -1.75 -2.75
N 1.97 -1.90 -4.37
H 3.66 -1.18 -2.02
H 3.41 -2.75 -2.70
H 1.51 -1.51 -5.18
H 1.75 -2.84 -4.06
C -2.46 0.56 5.95
C -1.53 1.62 5.44
C -1.18 1.57 3.97
O -2.17 2.89 5.56
H -2.11 -0.48 5.94
H -3.42 0.67 5.45
H -2.72 0.85 6.97
H -0.60 1.56 6.00
H -2.01 1.25 3.34
H -0.37 0.86 3.81
H -1.03 2.57 3.55
H -2.94 2.95 4.98
C 1.45 5.57 -1.50
C 0.21 6.31 -2.01
C 0.53 7.44 -2.97
O -0.60 5.31 -2.61
H 1.24 4.52 -1.26
H 1.85 6.11 -0.65
H 2.24 5.49 -2.24
H -0.42 6.64 -1.19
H -0.35 7.88 -3.44
H 1.04 7.04 -3.84
H 1.14 8.13 -2.39
H -1.14 5.66 -3.32
```

Computed properties:
Total charge: -1
2S+1: 1
Kohn-Sham gap: 8.39 eV

Atom charges from the Mulliken analysis, given in e for atoms 1 to 4: atom 1 (O): -0.319, atom 2 (C): 0.516, atom 3 (O): 0.540, atom 4 (B): 0.659

=====

The following E_HOMO values (in eV) correspond, in order, to the records above: -14.37, -1.76, -9.02, -9.97, -5.56, -14.58, -10.80, -7.50.
The following E values (in eV) correspond, in order, to the records above: -52155.9461, -8912.8492, -31072.7488, -186511.5453, -23849.1581, -9004.1900, -4159.7901, -103380.0020.